Entry 1:
Below is an isolated molecule of C3H4N2O at a distorted geometry, with properties calculated with ωB97M-V with the def2-TZVPD basis set.

Output
Frontier orbital gap ... 0.369 Eh
SMILES ... Oc1ccn[nH]1

Geometry (Å):
O (-1.99, 0.45, -0.22)
C (-0.60, 0.22, -0.17)
C (0.31, -0.07, -1.11)
C (1.51, -0.33, -0.33)
N (1.24, -0.25, 0.95)
N (-0.04, -0.02, 0.97)
H (-2.16, 0.04, -1.05)
H (0.11, -0.24, -2.16)
H (2.46, -0.54, -0.62)
H (-0.27, 0.14, 1.91)

---

Entry 2:
Below is an isolated molecule of C3H4N2O at a distorted geometry, with properties calculated with ωB97M-V with the def2-TZVPD basis set.

Output
Frontier orbital gap ... 0.414 Eh
SMILES ... [H]/N=C/[C@@H](O)C#N

Geometry (Å):
H (1.81, -2.21, 0.25)
N (1.35, -1.62, -0.42)
C (0.47, -0.95, 0.13)
C (-0.43, 0.25, -0.64)
O (-1.76, 0.21, -0.03)
C (0.23, 1.47, -0.12)
N (0.69, 2.39, 0.40)
H (0.29, -0.73, 1.22)
H (-0.86, 0.51, -1.67)
H (-1.78, 0.68, 0.89)

---

Entry 3:
Below is an isolated molecule of C3H4N2O at a distorted geometry, with properties calculated with ωB97M-V with the def2-TZVPD basis set.

Output
Frontier orbital gap ... 0.352 Eh
SMILES ... Oc1cn[nH]c1

Geometry (Å):
O (1.58, 1.32, -0.44)
C (0.52, 0.50, -0.18)
C (-0.53, 0.33, -1.10)
N (-1.49, -0.44, -0.60)
N (-1.06, -0.78, 0.60)
C (0.19, -0.30, 0.91)
H (2.14, 1.41, 0.34)
H (-0.59, 0.70, -2.11)
H (-1.62, -1.30, 1.25)
H (0.71, -1.18, 1.28)

---

Entry 4:
Below is an isolated molecule of C3H4N2O at a distorted geometry, with properties calculated with ωB97M-V with the def2-TZVPD basis set.

Output
Frontier orbital gap ... 0.347 Eh
SMILES ... On1ccnc1

Geometry (Å):
O (-2.00, -0.31, 0.02)
N (-0.66, -0.23, -0.07)
C (0.07, 0.92, -0.03)
C (1.37, 0.46, -0.01)
N (1.49, -0.90, -0.02)
C (0.20, -1.28, 0.01)
H (-2.24, 0.66, -0.06)
H (-0.31, 1.91, 0.05)
H (2.25, 1.09, 0.13)
H (-0.17, -2.31, -0.02)

---

Entry 5:
Below is a structure of composition C3H4N2O at a distorted geometry, with properties calculated with ωB97M-V with the def2-TZVPD basis set.

Output
Frontier orbital gap ... 0.321 Eh

Geometry (Å):
N (1.84, 0.09, -0.36)
C (0.67, 0.26, 0.26)
N (-0.08, 1.23, 0.49)
C (-1.31, 0.59, 0.14)
C (-1.30, -0.74, 0.25)
O (-0.05, -1.22, 0.44)
H (2.42, 0.82, -0.75)
H (2.09, -0.88, -0.46)
H (-2.09, 1.20, -0.27)
H (-2.19, -1.36, 0.27)

---

Entry 6:
Below is an isolated molecule of C3H4N2O at a distorted geometry, with properties calculated with ωB97M-V with the def2-TZVPD basis set.

Output
Frontier orbital gap ... 0.354 Eh

Geometry (Å):
N (-0.96, -0.76, 1.16)
C (-0.32, 0.16, 0.33)
C (-0.18, 1.44, 0.10)
O (0.99, 1.33, -1.58)
N (1.13, 0.08, -1.68)
C (0.58, -0.70, -0.85)
H (-0.57, -1.69, 1.03)
H (-1.07, -0.56, 2.15)
H (-0.30, 2.51, 0.22)
H (0.69, -1.80, -0.89)

---

Entry 7:
Below is an isolated molecule of C3H4N2O at a distorted geometry, with properties calculated with ωB97M-V with the def2-TZVPD basis set.

Output
Frontier orbital gap ... 0.370 Eh
SMILES ... On1cccn1

Geometry (Å):
O (-0.08, -0.46, 2.20)
N (-0.16, -0.11, 0.85)
C (0.00, -0.99, -0.12)
C (0.22, -0.26, -1.25)
C (0.14, 1.21, -0.94)
N (-0.23, 1.19, 0.50)
H (-0.86, 0.21, 2.54)
H (-0.04, -2.12, -0.13)
H (0.87, -0.78, -2.15)
H (0.15, 2.10, -1.51)

---

Entry 8:
Below is an isolated molecule of C3H4N2O, with properties calculated with ωB97M-V with the def2-TZVPD basis set.

Output
Frontier orbital gap ... 0.375 Eh
SMILES ... Nc1ccon1

Geometry (Å):
N (1.29, 0.83, -1.05)
C (0.20, 0.34, -0.35)
C (0.08, -0.88, 0.40)
C (-1.16, -0.78, 0.92)
O (-1.79, 0.31, 0.49)
N (-0.91, 1.03, -0.31)
H (2.20, 0.66, -0.64)
H (1.19, 1.79, -1.34)
H (0.58, -1.83, 0.31)
H (-1.68, -1.48, 1.57)

---

Entry 9:
Below is an isolated molecule of C3H4N2O, with properties calculated with ωB97M-V with the def2-TZVPD basis set.

Output
Frontier orbital gap ... 0.348 Eh
SMILES ... Oc1cn[nH]c1

Geometry (Å):
O (-0.70, -1.97, 0.31)
C (-0.20, -0.70, 0.22)
C (0.67, -0.02, 1.13)
N (0.89, 1.22, 0.73)
N (0.24, 1.35, -0.41)
C (-0.43, 0.23, -0.78)
H (-1.18, -2.18, -0.50)
H (1.36, -0.35, 1.90)
H (0.34, 2.23, -0.89)
H (-0.99, 0.19, -1.71)

---

Entry 10:
Below is an isolated molecule of C3H4N2O at a distorted geometry, with properties calculated with ωB97M-V with the def2-TZVPD basis set.

Output
Frontier orbital gap (spin up / spin down) ... 0.284 / 0.284 Eh

Geometry (Å):
C (-2.00, -0.16, 0.31)
C (-0.44, 0.72, -1.12)
C (0.51, -0.42, 0.68)
N (-1.61, 0.30, -0.77)
N (0.59, 0.34, -0.37)
O (1.56, -0.33, 1.50)
H (-2.80, -0.86, 0.53)
H (-0.33, 1.36, -2.04)
H (1.56, 0.68, -0.45)
H (1.33, -0.73, 2.34)

---

Entry 11:
Below is an isolated molecule of C3H4N2O, with properties calculated with ωB97M-V with the def2-TZVPD basis set.

Output
Frontier orbital gap ... 0.382 Eh
SMILES ... O=C1C=NCN1

Geometry (Å):
O (-1.90, -0.67, -1.20)
C (-0.87, -0.23, -0.73)
C (-0.54, 1.19, -0.31)
N (0.45, 1.24, 0.49)
C (0.92, -0.13, 0.68)
N (0.27, -0.90, -0.37)
H (-1.12, 2.06, -0.60)
H (0.55, -0.47, 1.66)
H (2.01, -0.17, 0.68)
H (0.22, -1.91, -0.30)

---

Entry 12:
Below is an isolated molecule of C3H4N2O at a distorted geometry, with properties calculated with ωB97M-V with the def2-TZVPD basis set.

Output
Frontier orbital gap ... 0.349 Eh

Geometry (Å):
O (-1.70, -1.35, -0.38)
C (-0.93, -0.46, 0.22)
C (0.26, 1.46, 0.11)
N (0.98, 1.34, -0.92)
C (1.18, 0.28, 0.08)
N (0.34, -0.85, 0.11)
H (-2.61, -1.12, -0.19)
H (-0.30, 2.28, 0.55)
H (2.14, 0.20, 0.56)
H (0.64, -1.77, -0.15)

---

Entry 13:
Below is an isolated molecule of C3H4N2O at a distorted geometry, with properties calculated with ωB97M-V with the def2-TZVPD basis set.

Output
Frontier orbital gap ... 0.346 Eh
SMILES ... Oc1ccn[nH]1

Geometry (Å):
O (0.29, -1.98, -0.64)
C (0.08, -0.72, -0.25)
C (-0.92, 0.24, -0.62)
C (-0.32, 1.39, 0.06)
N (0.75, 1.16, 0.80)
N (0.99, -0.16, 0.55)
H (-0.39, -2.22, -1.28)
H (-1.49, 0.54, 0.39)
H (-0.76, 2.38, -0.01)
H (1.76, -0.61, 1.00)

---

Entry 14:
Below is a structure of composition C3H4N2O, with properties calculated with ωB97M-V with the def2-TZVPD basis set.

Output
Frontier orbital gap (spin up / spin down) ... 0.331 / 0.331 Eh

Geometry (Å):
C (0.02, 1.44, 0.58)
C (-0.11, 0.13, -0.13)
N (-0.74, -0.05, -1.28)
O (-0.84, -1.13, -1.86)
N (0.23, -2.22, -0.42)
C (0.38, -1.19, 0.22)
H (-0.46, 1.41, 1.57)
H (-0.45, 2.22, -0.01)
H (1.08, 1.70, 0.74)
H (0.89, -2.32, 0.60)

---

Entry 15:
Below is an isolated molecule of C3H4N2O2 at a distorted geometry, with properties calculated with ωB97M-V with the def2-TZVPD basis set.

Output
Frontier orbital gap ... 0.385 Eh
SMILES ... [H]/N=C(\N)[C@@H]1OC1=O

Geometry (Å):
H (-0.64, 2.07, -0.61)
N (-0.39, 1.11, -0.86)
C (-0.41, 0.31, 0.16)
N (-0.74, 0.66, 1.42)
C (0.18, -1.00, -0.09)
O (1.66, -0.95, -0.27)
C (0.92, -1.07, -1.36)
O (0.96, -1.03, -2.56)
H (-0.32, 0.14, 2.19)
H (-0.98, 1.63, 1.60)
H (-0.23, -1.88, 0.38)

---

Entry 16:
Below is an isolated molecule of C3H4N2O2 at a distorted geometry, with properties calculated with ωB97M-V with the def2-TZVPD basis set.

Output
Frontier orbital gap ... 0.357 Eh
SMILES ... Nn1occc1=O

Geometry (Å):
N (-1.34, 0.77, 1.11)
N (-0.26, 0.18, 0.61)
O (0.85, 0.99, 0.46)
C (1.64, 0.22, -0.31)
C (0.91, -0.64, -1.09)
C (-0.38, -0.61, -0.48)
O (-1.50, -1.15, -0.69)
H (-1.47, 0.54, 2.11)
H (-2.26, 0.47, 0.54)
H (2.69, 0.52, -0.26)
H (1.12, -1.29, -2.00)

---

Entry 17:
Below is an isolated molecule of C3H4N2O2, with properties calculated with ωB97M-V with the def2-TZVPD basis set.

Output
Frontier orbital gap ... 0.329 Eh
SMILES ... [H]/N=C(\O)N=C=CO

Geometry (Å):
H (2.33, 1.07, 1.62)
N (1.56, 1.00, 0.96)
C (1.40, -0.21, 0.62)
O (2.14, -1.24, 1.05)
N (0.41, -0.64, -0.32)
C (-0.54, 0.12, -0.57)
C (-1.58, 0.87, -0.85)
O (-1.67, 1.82, -1.83)
H (1.82, -2.04, 0.59)
H (-2.48, 0.77, -0.26)
H (-0.81, 1.93, -2.25)

---

Entry 18:
Below is an isolated molecule of C3H4N2O2 at a distorted geometry, with properties calculated with ωB97M-V with the def2-TZVPD basis set.

Output
Frontier orbital gap ... 0.339 Eh
SMILES ... [H]/N=C\NC(=O)C=O

Geometry (Å):
H (2.70, 1.13, -0.21)
N (2.81, 0.05, -0.26)
C (1.80, -0.76, -0.02)
N (0.35, -0.48, 0.41)
C (-0.56, 0.59, 0.21)
O (-0.36, 1.73, -0.07)
C (-1.94, 0.09, 0.07)
O (-2.08, -1.13, -0.33)
H (1.87, -1.96, 0.53)
H (-0.24, -1.20, 0.20)
H (-2.77, 0.75, 0.08)

---

Entry 19:
Below is an isolated molecule of C3H4N2O2 at a distorted geometry, with properties calculated with ωB97M-V with the def2-TZVPD basis set.

Output
Frontier orbital gap ... 0.360 Eh
SMILES ... CC1=NOC=NO1

Geometry (Å):
C (-1.19, -1.57, 1.32)
C (-0.40, -0.64, 0.23)
N (0.65, -1.08, -0.41)
O (0.93, -0.05, -1.36)
C (0.86, 1.28, -0.81)
N (0.18, 1.75, 0.26)
O (-0.84, 0.56, 0.48)
H (-2.19, -1.31, 1.70)
H (-0.58, -1.17, 2.25)
H (-1.23, -2.68, 0.90)
H (1.88, 2.03, -1.18)

---

Entry 20:
Below is an isolated molecule of C3H4N2O2 at a distorted geometry, with properties calculated with ωB97M-V with the def2-TZVPD basis set.

Output
Frontier orbital gap ... 0.348 Eh
SMILES ... [H]/N=c1/ccon1O

Geometry (Å):
H (-0.94, -0.74, 2.25)
N (-1.46, -0.35, 1.25)
C (-0.69, 0.10, 0.32)
C (-0.98, 0.01, -1.07)
C (0.17, 0.12, -1.64)
O (1.25, 0.12, -0.74)
N (0.74, 0.49, 0.40)
O (1.36, -0.33, 1.34)
H (-2.01, -0.06, -1.49)
H (0.84, 0.36, -2.61)
H (1.71, 0.27, 1.99)